[1]
DFT (ωB97M-V/def2-TZVPD) results for a single C3H5PS molecule.

Orbital gap, Eh: 0.31184
E_HOMO, eV: -8.74
SMILES: C=PCC=S
LUMO, eV: -0.3
Energy above the lowest of the compared OMol25 structures with the same formula, charge and spin, kcal per mole: 22.5

Geometry (Å):
C -0.486 1.476 -0.738
P -1.125 0.663 0.562
C 0.228 -0.634 0.894
C 0.377 -1.616 -0.192
S 1.783 -2.004 -0.896
H -1.013 2.316 -1.154
H 0.442 1.206 -1.221
H -0.107 -1.150 1.801
H 1.177 -0.133 1.097
H -0.528 -2.133 -0.511

Atomic forces in eV per Å
C -0.123 -0.521 0.508
P 0.483 0.075 -0.365
C -0.361 0.469 0.243
C 0.478 -0.351 -0.314
S -0.349 0.151 0.031
H -0.176 0.197 -0.109
H 0.145 0.007 -0.041
H 0.045 0.000 -0.036
H -0.103 -0.074 0.039
H -0.038 0.046 0.045

---

[2]
DFT (ωB97M-V/def2-TZVPD) results for a single C3H7NO2 molecule.

Orbital gap, Eh: 0.37529
E_HOMO, eV: -9.61
SMILES: O=CNCCO
LUMO, eV: 0.6
Energy above the lowest of the compared OMol25 structures with the same formula, charge and spin, kcal per mole: 67.5

Geometry (Å):
O -1.034 0.235 -2.248
C -0.552 0.695 -1.256
N 0.791 0.579 -0.790
C 1.065 -0.542 0.114
C -0.156 -0.681 1.043
O -1.322 -0.424 0.283
H -1.139 1.565 -0.611
H 0.994 1.456 -0.326
H 1.234 -1.455 -0.465
H 1.986 -0.332 0.675
H -0.250 -1.690 1.453
H -0.103 0.037 1.867
H -1.515 0.558 0.261

Atomic forces in eV per Å
O 0.408 0.119 0.365
C -0.338 1.818 -0.699
N -0.122 0.328 -0.032
C -0.180 -0.098 -0.089
C 0.119 0.009 0.308
O -0.723 0.217 0.956
H 1.057 -0.532 -1.800
H 0.151 -0.075 0.147
H -0.154 0.136 0.031
H -0.304 -0.061 -0.169
H 0.069 0.136 -0.002
H 0.177 -0.140 0.054
H -0.160 -1.858 0.929

---

[3]
DFT (ωB97M-V/def2-TZVPD) results for 2 unconnected molecules or ions with the total composition C2H4N2.

Orbital gap, Eh: 0.34664
E_HOMO, eV: -8.88
LUMO, eV: 0.6
Energy above the lowest of the compared OMol25 structures with the same formula, charge and spin, kcal per mole: 156.2

Geometry (Å):
C 0.015 0.941 -0.004
C -0.941 -0.049 -0.350
N -0.076 -1.142 -0.519
N 0.530 -0.010 -0.844
H 0.009 2.102 -0.104
H 1.118 -1.336 1.374
H -1.775 0.089 -1.060
H 1.119 -0.594 1.506

Atomic forces in eV per Å
C -0.351 2.739 0.391
C -1.169 -0.616 0.137
N -1.215 -0.305 -0.807
N 2.443 0.644 -0.466
H 0.115 -2.456 -0.312
H -0.035 0.282 0.133
H 0.144 -0.137 0.692
H 0.068 -0.150 0.232

---

[4]
DFT (ωB97M-V/def2-TZVPD) results for 3 unconnected molecules or ions with the total composition C40H33BrINO8.

Orbital gap, Eh: 0.30600
E_HOMO, eV: -9.41
SMILES: O=C(Br)C[C@H]1CC(=O)N[C@@]1(CCCCO)CC(=O)I.O=C1c2ccccc2C(=O)c2ccccc21.O=C1c2ccccc2C(=O)c2ccccc21
LUMO, eV: -1.1

Geometry (Å):
O -5.329 2.904 -5.486
C -4.104 2.366 -5.742
Br -2.570 3.703 -5.586
C -3.919 0.795 -6.175
C -3.287 -0.177 -5.016
C -1.664 0.220 -4.930
C -1.402 1.063 -3.520
O -0.270 1.510 -2.970
N -2.852 1.130 -2.997
C -3.767 -0.026 -3.454
C -3.229 -1.384 -2.641
C -3.465 -1.281 -1.006
C -2.376 -2.284 -0.241
C -1.272 -1.458 0.669
O 0.120 -1.955 0.505
C -5.381 0.196 -3.266
C -6.234 -1.187 -2.976
O -6.879 -1.436 -1.813
I -6.362 -2.716 -4.597
H -3.139 0.791 -7.078
H -4.938 0.398 -6.641
H -3.536 -1.260 -5.450
H -1.179 -0.857 -4.765
H -1.141 0.600 -5.906
H -2.948 1.412 -1.993
H -2.054 -1.545 -2.778
H -3.715 -2.383 -3.079
H -4.529 -1.646 -0.664
H -3.292 -0.212 -0.564
H -1.871 -3.055 -0.990
H -2.991 -2.950 0.534
H -1.526 -1.604 1.824
H -1.323 -0.289 0.484
H 0.056 -2.925 0.208
H -5.912 0.716 -4.188
H -5.556 0.903 -2.346
O 5.550 3.029 -1.193
C 5.421 2.035 -1.897
C 4.249 1.151 -1.736
C 3.268 1.465 -0.787
C 2.138 0.657 -0.657
C 1.983 -0.464 -1.473
C 2.968 -0.789 -2.407
C 4.106 0.016 -2.535
C 5.151 -0.345 -3.513
O 5.052 -1.372 -4.175
C 6.313 0.549 -3.687
C 7.292 0.234 -4.638
C 8.377 1.090 -4.834
C 8.486 2.260 -4.083
C 7.519 2.569 -3.125
C 6.432 1.708 -2.922
H 3.379 2.342 -0.151
H 1.374 0.905 0.077
H 1.096 -1.086 -1.380
H 2.843 -1.668 -3.037
H 7.211 -0.676 -5.232
H 9.134 0.846 -5.576
H 9.327 2.932 -4.242
H 7.614 3.483 -2.540
O -1.686 -1.426 4.982
C -1.157 -0.900 5.953
C -1.428 -1.401 7.316
C -2.280 -2.499 7.495
C -2.509 -3.004 8.776
C -1.890 -2.417 9.879
C -1.055 -1.312 9.705
C -0.829 -0.799 8.422
C 0.042 0.381 8.249
O 0.524 0.943 9.226
C 0.329 0.870 6.886
C 1.182 1.966 6.709
C 1.486 2.415 5.423
C 0.941 1.771 4.313
C 0.078 0.686 4.487
C -0.233 0.238 5.778
H -2.762 -2.966 6.638
H -3.167 -3.859 8.912
H -2.059 -2.818 10.876
H -0.580 -0.855 10.571
H 1.616 2.471 7.571
H 2.152 3.264 5.287
H 1.185 2.114 3.310
H -0.346 0.191 3.615

Atomic forces in eV per Å
O 8.311 -3.942 -1.732
C -7.175 2.553 1.334
Br -1.325 -1.740 -0.309
C 0.282 0.685 -0.788
C 0.610 0.834 -0.766
C 0.726 -2.421 0.773
C 1.226 0.505 1.198
O -7.430 -2.618 -3.309
N 1.928 -0.260 0.306
C 1.688 -1.227 -0.777
C 0.038 -0.329 0.472
C 0.405 -1.105 0.375
C -0.624 -0.169 0.929
C -0.495 -0.323 0.973
O -1.905 -1.258 -0.769
C -0.548 0.453 0.395
C -2.821 -0.336 6.632
O 4.496 1.792 -8.147
I 0.078 1.137 1.005
H -1.657 0.036 2.036
H 1.996 1.114 1.387
H 0.987 2.229 1.222
H -0.576 2.413 -0.125
H -1.286 -0.267 2.066
H 0.247 -0.414 -1.371
H -2.546 0.738 0.063
H 0.837 2.234 1.049
H 2.018 0.930 -1.006
H -0.365 -1.891 -1.085
H -0.887 1.834 1.440
H 1.335 1.372 -1.764
H 0.297 0.313 -2.444
H 0.420 -2.476 -0.008
H 0.044 2.225 0.786
H 1.354 -1.115 1.764
H 0.217 -1.557 -1.627
O -0.016 -0.529 -0.405
C -0.011 1.099 0.884
C -0.468 -0.105 0.258
C -0.315 -0.221 0.032
C 0.384 0.126 -0.131
C 0.293 -0.035 -0.373
C -0.248 0.141 0.278
C -0.487 -0.108 0.221
C -0.246 -1.220 -0.714
O 0.100 0.591 0.342
C 0.592 0.146 -0.319
C 0.245 0.218 -0.045
C -0.321 -0.151 0.129
C -0.326 -0.016 0.249
C 0.249 -0.075 -0.240
C 0.590 0.160 -0.365
H 0.127 -0.163 -0.260
H 0.134 -0.063 -0.152
H 0.262 0.204 0.041
H 0.202 0.250 0.084
H -0.147 0.194 0.234
H -0.152 0.030 0.136
H -0.166 -0.117 0.050
H -0.178 -0.287 -0.046
O 0.268 0.274 0.495
C -0.592 -0.594 -1.108
C -0.295 -0.417 0.380
C -0.036 -0.113 0.295
C 0.126 0.199 -0.282
C 0.193 0.292 -0.167
C -0.196 -0.262 0.071
C -0.276 -0.456 0.356
C 0.624 0.712 1.221
O -0.310 -0.364 -0.622
C 0.308 0.428 -0.381
C 0.072 0.086 -0.295
C -0.144 -0.197 0.284
C -0.245 -0.292 0.158
C 0.208 0.276 -0.048
C 0.330 0.401 -0.411
H 0.214 0.227 0.104
H 0.122 0.162 -0.046
H 0.037 0.095 -0.181
H -0.054 0.020 -0.331
H -0.190 -0.256 -0.108
H -0.125 -0.166 0.043
H -0.055 -0.081 0.184
H 0.022 0.009 0.322

---

[5]
DFT (ωB97M-V/def2-TZVPD) results for a molecular structure, C24H51BBr2FMgN5NaO10P.

Orbital gap, Eh: 0.04780
E_HOMO, eV: -5.70
LUMO, eV: -4.4

Geometry (Å):
C 6.305 0.266 0.691
C 6.171 -0.005 -0.927
C 4.687 0.513 -1.399
C 3.562 -0.675 -1.549
C 2.877 -1.139 -0.127
C 1.736 -0.055 0.437
C 0.265 -0.564 -0.056
N -0.829 0.458 -0.090
C -0.619 1.645 0.808
C -0.660 1.276 2.439
O 0.383 1.419 3.265
O -1.972 0.713 2.902
C -1.319 0.805 -1.470
N -0.892 1.960 -2.341
O -1.537 3.105 -2.064
C 0.607 2.124 -2.433
C 1.154 3.603 -1.885
C 2.789 3.604 -1.588
F 3.331 4.947 -1.255
N -2.331 -0.013 -1.988
B -2.989 0.198 -3.347
O -2.265 -0.263 -4.585
O -4.329 0.782 -3.582
P -2.986 -1.412 -1.027
C -4.683 -0.713 -0.374
C -4.564 0.931 -0.091
C -3.248 -2.951 -2.126
C -1.843 -3.426 -2.851
H 5.840 -0.669 1.255
H 5.740 1.228 1.070
H 7.448 0.423 0.992
H 6.312 -1.128 -1.238
H 7.007 0.651 -1.465
H 4.856 1.118 -2.412
H 4.296 1.255 -0.569
H 2.780 -0.377 -2.385
H 4.134 -1.628 -1.975
H 3.696 -1.266 0.708
H 2.321 -2.156 -0.338
H 1.850 -0.086 1.624
H 2.020 1.038 0.108
H -0.057 -1.516 0.586
H 0.402 -0.977 -1.163
H 0.307 2.329 0.527
H -1.569 2.352 0.652
H -2.662 1.458 2.785
H -2.501 2.855 -1.858
H 1.224 1.219 -1.988
H 0.867 2.128 -3.598
H 0.637 3.949 -0.894
H 0.895 4.419 -2.718
H 2.921 2.946 -0.601
H 3.394 3.067 -2.443
H -2.898 -0.984 -4.937
H -4.322 1.239 -4.489
H -5.490 -0.828 -1.229
H -5.002 -1.182 0.649
H -4.513 1.536 -1.093
H -5.517 1.349 0.492
H -3.558 1.192 0.495
H -4.154 -2.841 -2.880
H -3.552 -3.844 -1.402
H -1.276 -4.111 -2.063
H -2.105 -4.009 -3.832
H -1.167 -2.480 -3.009
C -4.180 -3.166 -6.351
O -2.902 -2.933 -6.092
H -4.475 -4.212 -6.539
H -4.912 -2.883 -5.575
H -4.616 -2.669 -7.234
Mg -0.017 -3.708 -4.622
N -6.350 -3.997 1.743
C -7.536 -4.311 2.353
C -7.474 -3.872 3.657
C -6.208 -3.266 3.838
C -5.536 -3.355 2.639
H -6.113 -4.206 0.782
H -8.321 -4.821 1.809
H -8.257 -3.975 4.397
H -5.828 -2.813 4.744
H -4.549 -3.018 2.349
Br -6.421 -3.533 6.161
N 3.779 2.796 2.115
O 3.449 2.149 1.107
O 4.614 2.329 2.907
O 3.275 3.910 2.330
C 6.907 2.681 6.624
C 7.597 1.846 5.565
O 6.716 0.838 5.092
H 6.586 2.053 7.461
H 7.574 3.460 7.002
H 6.007 3.154 6.218
H 8.483 1.357 5.981
H 7.909 2.465 4.719
H 5.936 1.282 4.717
Na 5.879 4.914 7.317
Br -6.421 0.705 -1.967

Atomic forces in eV per Å
C 0.480 -0.461 0.174
C -0.261 1.011 0.360
C -0.005 0.426 0.047
C 1.051 -0.553 -0.335
C -0.597 0.641 -0.452
C 0.854 -0.601 0.489
C 1.370 -2.092 -0.576
N 0.264 1.463 -2.048
C -0.852 2.078 0.305
C 3.910 0.000 3.477
O -7.341 -1.092 -5.645
O 2.137 3.108 -1.139
C -1.625 -1.681 0.718
N 1.389 -5.321 0.865
O -3.251 2.134 1.364
C 1.936 1.249 -1.108
C 0.469 1.052 -0.218
C -0.692 -1.474 1.186
F -1.368 -2.652 -1.178
N 1.930 2.387 0.430
B -0.853 0.792 -4.711
O -2.659 -0.533 3.397
O 4.915 -0.223 -0.649
P -0.073 -0.542 2.554
C 0.232 1.052 0.274
C 1.250 0.549 0.597
C -1.162 -0.739 -1.364
C -0.412 -0.007 1.560
H 1.152 2.049 -0.933
H 1.009 -2.054 -1.036
H -2.428 -0.677 -0.557
H -0.115 2.131 0.771
H -1.862 -1.490 1.017
H -0.724 -1.424 2.027
H 0.914 -1.413 -1.896
H 1.278 -0.595 1.854
H -1.262 1.901 0.769
H -1.623 0.155 -1.848
H 1.194 1.794 0.640
H -0.606 0.292 -2.665
H -0.749 -2.406 0.587
H 0.519 2.177 -1.251
H -0.317 0.809 2.219
H -1.639 -1.748 1.029
H 1.941 -1.506 0.402
H 1.503 -1.705 0.000
H 1.777 0.615 -0.750
H -1.649 1.802 -0.561
H -0.655 -0.145 2.510
H 0.890 -0.785 -1.919
H 0.514 -1.856 1.865
H -0.057 1.769 -2.156
H -1.048 1.656 1.454
H 1.399 0.879 -0.287
H 0.044 -1.322 1.659
H 1.384 -0.120 1.843
H 0.922 0.409 -1.927
H 0.055 -1.353 2.119
H 2.334 -1.192 -1.255
H -1.912 -0.787 -0.639
H 2.007 -0.277 1.233
H 0.579 2.197 -1.197
H -1.041 1.325 -1.806
H 0.308 1.250 1.663
H -1.255 -1.578 -0.053
C -1.984 -0.491 -0.137
O 1.874 0.679 0.879
H 0.308 -0.520 -0.094
H 0.019 0.206 0.627
H 0.397 0.305 -0.482
Mg -0.239 0.111 -0.722
N 0.400 0.325 0.245
C -0.226 0.014 0.457
C -1.042 -0.365 -1.247
C -0.353 -0.113 -2.404
C 0.617 -0.614 -0.684
H -0.110 0.186 0.272
H 0.123 0.107 0.140
H 0.180 0.036 -0.348
H 0.700 1.849 -1.216
H -0.140 -0.059 0.126
Br -0.103 -1.307 4.575
N -0.431 1.138 0.496
O 0.064 -0.351 -0.066
O 0.582 -0.408 0.488
O 0.042 -0.143 -0.027
C -0.183 0.149 0.626
C -0.445 -0.414 -0.797
O 0.094 0.406 0.446
H 0.092 0.046 -0.074
H 0.403 0.009 0.094
H -0.122 -0.353 -0.519
H -0.211 0.014 -0.035
H 0.126 0.148 0.139
H 0.168 -0.259 -0.341
Na -0.197 0.202 -0.041
Br -4.222 0.721 -1.675

---

[6]
DFT (ωB97M-V/def2-TZVPD) results for a single C3H7N3S molecule.

Orbital gap, Eh: 0.29607
E_HOMO, eV: -7.55
SMILES: C[C@@H]1CNN=[N+]1[S-]
LUMO, eV: 0.5
Energy above the lowest of the compared OMol25 structures with the same formula, charge and spin, kcal per mole: 67.0

Geometry (Å):
C -1.395 -0.532 -0.718
C 0.093 -0.465 -0.421
C 0.506 -0.516 1.038
N 0.744 0.896 1.370
N 0.963 1.638 0.278
N 0.618 1.037 -0.773
S 0.613 1.570 -2.291
H -1.975 -0.754 0.173
H -1.600 -1.296 -1.462
H -1.737 0.421 -1.117
H 0.671 -1.104 -1.081
H -0.285 -0.902 1.683
H 1.416 -1.109 1.186
H 1.368 1.116 2.135

Atomic forces in eV per Å
C -0.037 -0.011 -0.057
C 0.411 1.815 -0.267
C 0.176 -0.203 0.208
N -0.323 -0.521 0.405
N 0.207 0.496 -0.895
N -0.297 -2.362 2.757
S 0.000 0.745 -1.829
H -0.002 -0.041 0.117
H -0.079 -0.012 -0.048
H -0.032 -0.010 -0.096
H 0.053 0.071 0.108
H 0.073 -0.076 -0.096
H -0.102 0.045 -0.041
H -0.049 0.064 -0.267